Record 1
Molecular formula: C30H29FeN6OS
Method: DFT, wB97M-V/def2-TZVPD

Computed properties:
Gap between HOMO and LUMO (alpha / beta) = 7.69 / 7.92 eV
Highest occupied orbital energy (alpha / beta) = -7.412 / -7.523 eV
Total energy = -87791.8800 eV
2S+1 = 2
Total charge = 0

Element x y z (Å)
Fe (-0.67, 1.55, -0.72)
N (-4.77, 0.55, -0.43)
C (-3.56, 1.17, -0.49)
S (-2.63, 1.06, -1.97)
N (-3.16, 1.83, 0.56)
N (-1.99, 2.53, 0.24)
C (-2.05, 3.80, 0.37)
C (-1.12, 4.73, -0.21)
C (-1.16, 6.07, 0.16)
C (-0.32, 7.00, -0.42)
C (0.57, 6.58, -1.41)
C (0.62, 5.26, -1.81)
C (-0.21, 4.30, -1.22)
O (-0.14, 3.05, -1.61)
H (-4.90, -0.23, -1.05)
H (-5.19, 0.49, 0.48)
H (-2.94, 4.19, 0.86)
H (-1.87, 6.38, 0.92)
H (-0.36, 8.04, -0.12)
H (1.23, 7.30, -1.87)
H (1.31, 4.93, -2.57)
C (0.56, -4.87, 1.67)
C (1.51, -4.60, 0.54)
C (2.44, -5.54, 0.13)
C (3.32, -5.30, -0.91)
C (3.26, -4.10, -1.59)
C (2.33, -3.14, -1.22)
C (1.47, -3.37, -0.15)
N (0.49, -2.44, 0.26)
C (0.48, -1.08, 0.05)
N (1.69, -0.49, 0.01)
C (1.93, 0.84, 0.42)
C (0.89, 1.76, 0.48)
C (1.18, 2.95, 1.16)
C (2.44, 3.25, 1.64)
C (3.48, 2.35, 1.44)
C (3.24, 1.12, 0.85)
C (4.34, 0.11, 0.69)
N (-0.64, -0.41, 0.00)
C (-1.82, -1.20, 0.19)
C (-2.45, -1.12, 1.42)
C (-3.56, -1.90, 1.70)
C (-4.05, -2.76, 0.73)
C (-3.42, -2.84, -0.50)
C (-2.29, -2.08, -0.80)
C (-1.58, -2.25, -2.11)
H (0.82, -5.80, 2.17)
H (-0.47, -4.96, 1.32)
H (0.59, -4.06, 2.41)
H (2.48, -6.49, 0.66)
H (4.04, -6.06, -1.20)
H (3.92, -3.90, -2.42)
H (2.26, -2.21, -1.78)
H (-0.41, -2.83, 0.50)
H (2.46, -1.13, 0.17)
H (0.39, 3.68, 1.32)
H (2.61, 4.19, 2.15)
H (4.48, 2.59, 1.77)
H (5.30, 0.55, 0.97)
H (4.43, -0.25, -0.34)
H (4.19, -0.76, 1.34)
H (-2.06, -0.42, 2.15)
H (-4.05, -1.82, 2.67)
H (-4.92, -3.37, 0.93)
H (-3.79, -3.52, -1.25)
H (-2.24, -2.74, -2.83)
H (-0.70, -2.88, -2.01)
H (-1.28, -1.29, -2.52)


Record 2
Molecular formula: C30H29IMnN5O4S
Method: DFT, wB97M-V/def2-TZVPD

Computed properties:
Gap between HOMO and LUMO (alpha / beta) = 6.47 / 5.99 eV
Highest occupied orbital energy (alpha / beta) = -4.064 / -3.585 eV
Total energy = -97479.6809 eV
2S+1 = 2
Total charge = -1

Element x y z (Å)
Mn (-0.38, 0.68, -0.06)
O (1.48, 1.32, -0.18)
C (2.38, 0.82, -0.94)
C (3.59, 1.55, -1.15)
C (4.63, 1.06, -1.89)
C (4.55, -0.20, -2.50)
C (3.38, -0.92, -2.35)
C (2.28, -0.45, -1.61)
C (1.11, -1.30, -1.57)
N (0.01, -0.98, -0.97)
N (-1.00, -1.94, -0.98)
C (-2.08, -1.42, -0.43)
O (-2.20, -0.24, 0.00)
C (-3.24, -2.35, -0.25)
C (-4.34, -1.91, 0.47)
C (-5.42, -2.76, 0.69)
C (-5.40, -4.05, 0.18)
C (-4.30, -4.50, -0.55)
C (-3.23, -3.65, -0.76)
H (3.64, 2.53, -0.70)
H (5.53, 1.66, -2.02)
H (5.37, -0.60, -3.08)
H (3.28, -1.89, -2.83)
H (1.16, -2.27, -2.06)
H (-4.34, -0.90, 0.84)
H (-6.28, -2.41, 1.25)
H (-6.25, -4.72, 0.35)
H (-4.29, -5.50, -0.95)
H (-2.36, -3.98, -1.32)
I (-0.93, 3.08, 1.11)
C (-0.85, 4.00, -0.76)
C (-0.86, 5.36, -0.83)
C (-0.93, 5.99, -2.10)
C (-1.02, 5.22, -3.22)
C (-1.02, 3.81, -3.15)
C (-1.14, 3.03, -4.33)
C (-1.15, 1.67, -4.23)
C (-1.00, 1.03, -2.98)
C (-0.85, 1.71, -1.78)
C (-0.91, 3.15, -1.89)
H (-0.83, 5.96, 0.07)
H (-0.93, 7.07, -2.16)
H (-1.09, 5.69, -4.20)
H (-1.24, 3.53, -5.28)
H (-1.25, 1.06, -5.12)
H (-0.99, -0.05, -2.98)
C (3.04, 2.04, 2.68)
S (2.82, 0.26, 2.63)
C (4.48, -0.15, 2.09)
O (2.72, -0.21, 4.05)
H (3.87, 2.28, 3.35)
H (2.11, 2.46, 3.05)
H (3.21, 2.39, 1.66)
H (4.66, 0.29, 1.11)
H (4.53, -1.24, 2.02)
H (5.20, 0.20, 2.83)
C (-0.44, -3.64, 3.51)
N (-0.49, -2.23, 3.23)
C (-1.48, -1.32, 3.76)
C (-1.18, -0.06, 2.95)
O (-1.68, 1.02, 3.17)
N (-0.25, -0.36, 1.97)
C (0.13, -1.62, 2.20)
N (1.10, -2.24, 1.53)
H (-0.90, -3.82, 4.48)
H (0.60, -3.98, 3.58)
H (-0.97, -4.23, 2.76)
H (-1.35, -1.13, 4.82)
H (-2.50, -1.64, 3.56)
H (1.39, -1.79, 0.67)
H (1.13, -3.24, 1.54)


Record 3
Molecular formula: C30H29N3O2Pt
Method: DFT, wB97M-V/def2-TZVPD

Computed properties:
Gap between HOMO and LUMO (alpha / beta) = 5.10 / 5.49 eV
Highest occupied orbital energy (alpha / beta) = -4.898 / -7.694 eV
Total energy = -43389.6643 eV
2S+1 = 3
Total charge = 0

Element x y z (Å)
Pt (-0.91, -0.06, 1.63)
C (0.05, -2.20, -3.28)
C (1.46, -1.70, -3.20)
C (2.06, -0.94, -4.21)
C (3.36, -0.51, -4.17)
C (4.09, -0.85, -3.08)
C (3.58, -1.57, -2.01)
C (2.19, -1.89, -2.00)
N (1.53, -2.56, -0.89)
C (0.47, -2.03, -0.17)
N (-0.55, -2.89, 0.12)
C (-1.94, -2.55, 0.25)
C (-2.28, -1.34, 1.03)
C (-3.60, -1.02, 1.11)
C (-4.58, -1.88, 0.52)
C (-4.26, -3.05, -0.17)
C (-2.92, -3.36, -0.31)
C (-2.35, -4.54, -1.10)
N (0.34, -0.71, 0.15)
C (1.54, 0.10, 0.04)
C (2.67, -0.17, 0.83)
C (3.77, 0.71, 0.81)
C (3.80, 1.79, -0.12)
C (2.63, 2.08, -0.83)
C (1.53, 1.19, -0.78)
C (0.37, 1.49, -1.67)
H (-0.38, -1.92, -4.23)
H (-0.59, -1.69, -2.45)
H (-0.03, -3.26, -3.17)
H (1.44, -0.53, -4.98)
H (3.73, 0.18, -4.94)
H (5.11, -0.57, -3.04)
H (4.13, -1.86, -1.11)
H (1.55, -3.59, -0.96)
H (-0.37, -3.87, -0.11)
H (-3.89, -0.14, 1.75)
H (-5.61, -1.55, 0.62)
H (-5.09, -3.52, -0.72)
H (-3.11, -5.30, -1.41)
H (-1.61, -5.18, -0.53)
H (-1.93, -4.21, -2.16)
H (2.65, -1.07, 1.42)
H (4.62, 0.59, 1.47)
H (4.66, 2.37, -0.19)
H (2.59, 2.98, -1.43)
H (0.63, 1.41, -2.74)
H (-0.02, 2.52, -1.62)
H (-0.41, 0.73, -1.51)
C (1.48, 3.12, 3.24)
C (0.27, 2.32, 2.88)
O (0.48, 1.10, 2.54)
C (-1.03, 2.95, 3.01)
C (-1.19, 4.29, 3.24)
C (-2.44, 4.89, 3.28)
C (-3.57, 4.09, 3.26)
C (-3.45, 2.72, 3.11)
C (-2.22, 2.15, 2.94)
O (-2.17, 0.80, 2.89)
H (2.36, 2.50, 3.38)
H (1.32, 3.61, 4.26)
H (1.79, 3.86, 2.49)
H (-0.33, 4.87, 3.44)
H (-2.51, 5.99, 3.26)
H (-4.58, 4.55, 3.25)
H (-4.36, 2.14, 3.02)


Record 4
Molecular formula: C30H29N6NdO10S2
Method: DFT, wB97M-V/def2-TZVPD

Computed properties:
Gap between HOMO and LUMO (alpha / beta) = 7.33 / 7.34 eV
Highest occupied orbital energy (alpha / beta) = -3.308 / -3.309 eV
Total energy = -97950.8720 eV
2S+1 = 4
Total charge = -2

Element x y z (Å)
Nd (-0.06, -0.65, -1.10)
O (3.65, -1.66, 1.35)
C (2.81, -1.25, 0.56)
N (1.63, -0.65, 0.81)
C (1.47, 0.06, 1.96)
O (2.34, 0.45, 2.72)
C (0.02, 0.41, 2.26)
C (-0.27, 0.91, 3.52)
C (-1.59, 1.16, 3.86)
C (-2.57, 0.85, 2.94)
C (-2.19, 0.37, 1.69)
N (-0.92, 0.18, 1.34)
C (3.09, -1.42, -0.92)
C (4.02, -2.35, -1.36)
C (4.38, -2.35, -2.70)
C (3.83, -1.40, -3.54)
C (2.88, -0.53, -3.02)
N (2.52, -0.52, -1.74)
H (0.55, 1.09, 4.20)
H (-1.84, 1.57, 4.83)
H (-3.62, 0.99, 3.16)
H (-2.93, 0.13, 0.95)
H (4.44, -3.04, -0.65)
H (5.09, -3.08, -3.08)
H (4.09, -1.36, -4.58)
H (2.44, 0.24, -3.63)
N (1.20, 3.87, -1.43)
C (0.56, 2.68, -1.49)
O (0.87, 1.77, -0.73)
C (-0.52, 2.56, -2.55)
C (-0.92, 1.09, -2.86)
H (1.82, 4.00, -0.64)
H (0.82, 4.69, -1.86)
H (-0.18, 3.10, -3.44)
H (-1.38, 3.11, -2.16)
H (-0.29, 0.77, -3.71)
H (-1.93, 1.13, -3.29)
C (3.49, -4.30, 3.26)
C (2.23, -4.19, 2.45)
C (2.03, -4.96, 1.31)
C (0.93, -4.76, 0.50)
C (0.00, -3.78, 0.82)
C (0.16, -3.05, 1.99)
C (1.26, -3.25, 2.80)
S (-1.28, -3.35, -0.37)
O (-1.87, -2.11, 0.15)
O (-2.19, -4.48, -0.47)
N (-0.52, -2.91, -1.65)
C (-0.22, -3.74, -2.78)
C (0.80, -2.95, -3.67)
O (1.48, -3.59, -4.47)
O (0.81, -1.70, -3.48)
H (4.03, -5.22, 3.04)
H (3.28, -4.25, 4.33)
H (4.11, -3.45, 3.00)
H (2.77, -5.71, 1.04)
H (0.79, -5.34, -0.40)
H (-0.60, -2.32, 2.25)
H (1.41, -2.65, 3.68)
H (-1.12, -3.93, -3.39)
H (0.20, -4.71, -2.52)
N (-3.59, 1.60, -0.92)
C (-3.44, 2.85, -0.33)
C (-4.50, 3.76, -0.31)
C (-4.36, 4.98, 0.32)
C (-3.17, 5.31, 0.95)
C (-2.12, 4.41, 0.95)
C (-2.24, 3.19, 0.31)
S (-2.95, 6.91, 1.74)
O (-1.66, 7.39, 1.24)
O (-4.08, 7.72, 1.29)
O (-2.95, 6.62, 3.17)
H (-2.74, 1.10, -1.15)
H (-4.31, 1.54, -1.62)
H (-5.43, 3.50, -0.80)
H (-5.15, 5.71, 0.34)
H (-1.21, 4.70, 1.45)
H (-1.40, 2.50, 0.28)


Record 5
Molecular formula: C30H29PRuSe2
Method: DFT, wB97M-V/def2-TZVPD

Computed properties:
Gap between HOMO and LUMO (alpha / beta) = 6.01 / 6.23 eV
Highest occupied orbital energy (alpha / beta) = -10.260 / -10.215 eV
Total energy = -174133.9960 eV
2S+1 = 2
Total charge = +1

Element x y z (Å)
Ru (1.02, -0.62, 1.07)
C (1.55, -0.62, 5.21)
Se (0.85, -1.75, 3.78)
C (2.44, -2.91, 3.51)
C (3.65, -2.20, 2.94)
Se (3.36, -1.61, 1.06)
C (4.73, -0.21, 1.03)
H (1.79, -1.24, 6.07)
H (0.77, 0.08, 5.46)
H (2.43, -0.07, 4.87)
H (2.10, -3.72, 2.86)
H (2.67, -3.33, 4.49)
H (4.51, -2.87, 2.93)
H (3.90, -1.31, 3.52)
H (5.70, -0.66, 1.27)
H (4.48, 0.58, 1.73)
H (4.76, 0.18, 0.02)
C (0.20, -2.49, -5.70)
C (-0.32, -1.24, -5.41)
C (-0.20, -0.71, -4.14)
C (0.45, -1.45, -3.15)
C (0.99, -2.70, -3.45)
C (0.86, -3.22, -4.72)
P (0.54, -0.90, -1.42)
C (-0.18, 0.78, -1.53)
C (0.72, 1.82, -1.79)
C (0.26, 3.10, -1.98)
C (-1.10, 3.37, -1.90)
C (-1.99, 2.34, -1.62)
C (-1.54, 1.05, -1.44)
C (-0.76, -1.93, -0.64)
C (-1.63, -2.77, -1.32)
C (-2.49, -3.57, -0.58)
C (-2.50, -3.51, 0.80)
C (-1.65, -2.65, 1.48)
C (-0.75, -1.88, 0.76)
H (0.09, -2.91, -6.69)
H (-0.84, -0.68, -6.17)
H (-0.62, 0.26, -3.91)
H (1.50, -3.25, -2.67)
H (1.27, -4.19, -4.95)
H (1.78, 1.60, -1.85)
H (0.95, 3.90, -2.19)
H (-1.47, 4.37, -2.04)
H (-3.05, 2.56, -1.56)
H (-2.24, 0.24, -1.24)
H (-1.62, -2.81, -2.40)
H (-3.16, -4.24, -1.10)
H (-3.17, -4.15, 1.36)
H (-1.69, -2.60, 2.56)
C (0.50, 1.28, 1.53)
C (-0.40, 2.13, 1.50)
C (-1.37, 3.14, 1.47)
C (-2.73, 2.82, 1.62)
C (-3.68, 3.82, 1.60)
C (-3.30, 5.15, 1.43)
C (-1.96, 5.46, 1.24)
C (-1.00, 4.47, 1.26)
H (-3.02, 1.78, 1.76)
H (-4.72, 3.57, 1.71)
H (-4.04, 5.93, 1.44)
H (-1.66, 6.49, 1.08)
H (0.04, 4.71, 1.12)


Record 6
Molecular formula: C30H30Cl2CoIN3O5S
Method: DFT, wB97M-V/def2-TZVPD

Computed properties:
Gap between HOMO and LUMO (alpha / beta) = 4.41 / 4.56 eV
Highest occupied orbital energy (alpha / beta) = -0.643 / -0.801 eV
Total energy = -127913.8323 eV
2S+1 = 4
Total charge = -2

Element x y z (Å)
Co (-1.61, 0.56, 0.18)
N (1.52, -1.20, -2.29)
C (1.37, -0.28, -3.43)
C (-0.10, -0.02, -3.82)
C (-1.00, 0.54, -2.78)
N (-1.41, -0.47, -1.74)
H (1.63, -0.69, -1.39)
H (2.27, -1.85, -2.39)
H (1.87, -0.70, -4.30)
H (1.80, 0.68, -3.10)
H (-0.53, -0.98, -4.27)
H (0.01, 0.64, -4.66)
H (-1.85, 0.98, -3.32)
H (-0.47, 1.31, -2.28)
H (-0.59, -0.99, -1.50)
H (-2.09, -1.17, -2.07)
C (3.45, -5.79, 0.65)
S (3.97, -4.18, 0.19)
O (4.58, -3.52, 1.35)
C (2.32, -3.59, -0.05)
C (1.59, -3.92, -1.17)
C (0.24, -3.62, -1.17)
C (-0.38, -2.97, -0.12)
C (0.39, -2.62, 0.99)
C (1.74, -2.95, 1.02)
H (2.80, -5.73, 1.53)
H (4.33, -6.34, 0.84)
H (2.98, -6.24, -0.27)
H (2.04, -4.46, -2.00)
H (-0.39, -3.95, -2.03)
H (-1.38, -2.65, -0.15)
H (-0.07, -2.07, 1.84)
H (2.35, -2.77, 1.88)
I (0.06, 4.52, 5.55)
C (0.44, 3.25, 3.94)
C (1.30, 3.75, 2.98)
C (1.64, 2.96, 1.91)
C (1.14, 1.70, 1.78)
C (0.26, 1.22, 2.70)
C (-0.10, 1.96, 3.84)
C (1.38, 0.89, 0.52)
O (2.50, 0.96, -0.01)
O (0.42, 0.18, 0.14)
H (1.60, 4.79, 3.00)
H (2.37, 3.27, 1.14)
H (-0.20, 0.25, 2.56)
H (-0.87, 1.63, 4.46)
O (-2.69, 4.29, -0.55)
C (-1.62, 3.70, -0.69)
O (-1.43, 2.45, -0.55)
C (-0.40, 4.38, -1.28)
C (-0.51, 5.66, -1.87)
C (0.53, 6.27, -2.51)
C (1.75, 5.62, -2.61)
C (1.90, 4.37, -2.05)
C (0.81, 3.73, -1.39)
H (-1.48, 6.15, -1.81)
H (0.36, 7.23, -2.98)
H (2.60, 6.06, -3.15)
H (2.89, 3.89, -2.06)
H (0.97, 2.77, -1.00)
Cl (-4.70, -0.10, 0.49)
C (-4.31, -1.37, 1.58)
C (-5.24, -2.35, 1.83)
C (-4.91, -3.29, 2.82)
C (-3.68, -3.19, 3.47)
C (-2.71, -2.22, 3.18)
Cl (-1.23, -2.17, 4.14)
C (-2.92, -1.34, 2.11)
N (-2.06, -0.54, 1.61)
H (-6.21, -2.35, 1.30)
H (-5.60, -4.10, 3.04)
H (-3.41, -3.86, 4.28)


Record 7
Molecular formula: C30H30EuNO
Method: DFT, wB97M-V/def2-TZVPD

Computed properties:
Gap between HOMO and LUMO (alpha / beta) = 6.41 / 7.38 eV
Highest occupied orbital energy (alpha / beta) = -7.588 / -7.630 eV
Total energy = -54460.2855 eV
2S+1 = 7
Total charge = 0

Element x y z (Å)
C (-0.53, -0.15, 2.35)
C (-1.24, -1.20, 1.68)
C (-0.31, -2.22, 1.35)
H (-2.31, -1.22, 1.47)
C (0.98, -1.81, 1.81)
C (0.84, -0.54, 2.44)
H (1.90, -2.40, 1.75)
C (-1.43, 1.99, -1.37)
C (-2.24, 1.12, -0.60)
C (-2.23, -0.17, -1.22)
H (-2.76, 1.39, 0.32)
C (-1.38, -0.11, -2.36)
C (-0.90, 1.25, -2.47)
H (-0.55, -3.19, 0.89)
H (1.65, 0.06, 2.88)
H (-0.96, 0.80, 2.69)
H (-0.26, 1.63, -3.26)
H (-2.78, -1.05, -0.88)
H (-1.15, 3.01, -1.11)
Eu (0.36, 0.05, -0.27)
C (-0.79, -1.27, -3.15)
C (-0.49, -0.78, -4.57)
C (-1.77, -2.46, -3.18)
H (-1.40, -0.32, -4.99)
H (-0.20, -1.61, -5.22)
H (0.30, -0.04, -4.58)
H (-2.75, -2.12, -3.56)
H (-1.91, -2.92, -2.20)
H (-1.39, -3.23, -3.86)
C (0.51, -1.70, -2.36)
C (1.57, -2.55, -3.05)
H (0.24, -2.22, -1.41)
H (1.11, -0.76, -2.18)
O (2.05, -2.10, -4.09)
N (2.01, -3.72, -2.46)
C (2.43, -3.82, -1.04)
H (2.65, -4.21, -3.09)
C (1.57, -4.78, -0.26)
C (1.87, -5.10, 1.07)
H (2.81, -4.73, 1.50)
C (0.97, -5.85, 1.84)
H (1.20, -6.05, 2.90)
C (-0.21, -6.33, 1.26)
H (-0.91, -6.90, 1.87)
C (-0.45, -6.12, -0.10)
H (-1.34, -6.54, -0.59)
C (0.45, -5.37, -0.87)
H (0.30, -5.21, -1.93)
H (2.43, -2.82, -0.57)
H (3.47, -4.18, -1.01)
C (0.98, 2.20, 0.56)
C (0.62, 3.24, 1.15)
C (0.38, 4.48, 1.79)
C (1.18, 5.58, 1.44)
C (0.94, 6.83, 2.01)
C (-0.09, 7.00, 2.95)
C (-0.85, 5.89, 3.34)
C (-0.62, 4.63, 2.77)
H (1.99, 5.43, 0.73)
H (1.56, 7.68, 1.72)
H (-0.29, 7.99, 3.38)
H (-1.63, 6.01, 4.10)
H (-1.19, 3.76, 3.09)